1.
The following is a quantum chemistry calculation of C5H7EuO5 as an isolated structure, from OMol25.

The electronic energy is -34861.4627 eV. The value obtained for the HOMO-LUMO gap (alpha / beta) is 5.5 / 8.0 eV. The multiplicity is 9. Its energy above the lowest of the compared OMol25 structures with the same formula, charge and spin is 75.7 kJ/mol. The calculation puts the strongest force on any atom at 3.468 eV/Å. Its HOMO energy (alpha / beta) is -5.6 / -8.4 eV.

Last column: natural (NBO) charge in e.
Atoms and positions in Å:
O -4.435 0.215 -0.467  -0.560
C -3.926 -0.542 0.288  0.993
O -4.002 -1.067 1.347  -0.572
O -1.658 -1.934 -1.842  -0.836
C -1.754 -1.277 -0.801  0.424
O -0.464 -1.163 -0.244  -0.715
C -0.230 -0.268 0.841  -0.083
C 1.140 0.356 0.803  -0.085
O 1.386 0.863 -0.488  -0.550
C 2.606 1.564 -0.598  -0.249
Eu 0.772 -2.413 -2.081  0.944
H -0.330 -0.870 1.753  0.197
H -0.975 0.534 0.754  0.205
H 1.913 -0.381 1.084  0.161
H 1.174 1.167 1.552  0.185
H 2.799 1.702 -1.668  0.199
H 2.527 2.514 -0.044  0.176
H 3.458 0.998 -0.188  0.167

2.
The following is a quantum chemistry calculation of a 2-piece molecular cluster, C5H6O3 overall, from OMol25.

The electronic energy is -11420.6116 eV. The value obtained for the HOMO-LUMO gap is 8.3 eV. As for the SMILES: O=C1CC1=O.C=CO. Its energy above the lowest of the compared OMol25 structures with the same formula, charge and spin is 366.7 kJ/mol. The calculation puts the strongest force on any atom at 1.671 eV/Å. Its HOMO energy is -9.1 eV.

Last column: natural (NBO) charge in e.
Atoms and positions in Å:
C -1.386 0.496 -0.479  0.156
C -1.346 -0.838 -0.398  -0.515
C 1.837 -0.361 -0.294  -0.641
C 1.117 0.642 0.548  0.498
C 0.948 -0.769 0.861  0.496
O -1.913 1.254 0.499  -0.670
O 0.933 1.809 0.750  -0.486
O 0.749 -1.630 1.672  -0.465
H -1.567 2.155 0.470  0.496
H -0.982 1.023 -1.340  0.173
H -1.014 -1.429 -1.231  0.214
H -1.811 -1.346 0.428  0.227
H 2.911 -0.456 -0.173  0.259
H 1.524 -0.550 -1.312  0.258

3.
The following is a quantum chemistry calculation of C14H8F3N2NaO5S2 as an isolated structure, from OMol25.

The electronic energy is -62109.3294 eV. The value obtained for the HOMO-LUMO gap is 4.9 eV. The calculation puts the strongest force on any atom at 1.490 eV/Å. Its HOMO energy is -0.8 eV. The total charge is -2.

Last column: natural (NBO) charge in e.
Atoms and positions in Å:
Na -0.037 -0.690 0.447  0.905
O 3.373 0.721 0.414  -0.774
C 2.685 -0.054 1.116  0.766
O 1.906 -0.958 0.703  -0.840
C 2.812 0.059 2.627  -0.083
C 4.049 -0.229 3.190  -0.217
C 4.253 -0.217 4.565  -0.297
C 3.180 0.108 5.387  -0.242
C 1.945 0.424 4.835  -0.260
C 1.711 0.424 3.444  -0.143
S 0.150 0.924 2.807  -0.580
H 4.873 -0.461 2.522  0.197
H 5.226 -0.449 4.983  0.179
H 3.306 0.122 6.466  0.178
H 1.114 0.692 5.477  0.199
F -1.868 -2.302 -2.667  -0.328
C -2.947 -2.304 -1.878  0.674
F -3.931 -1.681 -2.541  -0.335
F -3.322 -3.577 -1.710  -0.333
S -2.616 -1.489 -0.274  2.348
O -1.491 -2.258 0.235  -1.009
O -3.860 -1.637 0.435  -0.971
O -2.261 -0.138 -0.680  -1.010
N 3.333 5.773 0.266  -0.373
C 2.419 5.079 0.181  0.319
C 1.227 4.276 0.033  -0.237
C -0.016 4.895 0.087  -0.138
C -1.145 4.124 -0.086  -0.276
C -0.984 2.765 -0.324  0.072
N 0.200 2.168 -0.368  -0.402
C 1.298 2.899 -0.175  0.103
H -0.081 5.960 0.269  0.207
H -2.134 4.560 -0.033  0.207
H -1.842 2.113 -0.467  0.225
H 2.246 2.360 -0.155  0.274

4.
The following is a quantum chemistry calculation of one molecule with the formula C20H20F3N3O2S, from OMol25.

The electronic energy is -48617.6853 eV. The value obtained for the HOMO-LUMO gap is 8.8 eV. As for the SMILES: FC(F)(F)c1ccccc1NC(=S)N1CCN(Cc2ccc3c(c2)OCO3)CC1. The calculation puts the strongest force on any atom at 1.265 eV/Å. Its HOMO energy is -8.2 eV.

Last column: natural (NBO) charge in e.
Atoms and positions in Å:
F -3.955 -0.475 -2.144  -0.329
C -3.542 -1.594 -1.508  0.974
F -4.329 -2.580 -1.941  -0.313
F -2.310 -1.847 -2.025  -0.340
C -3.516 -1.450 -0.018  -0.222
C -4.237 -2.345 0.763  -0.158
C -4.219 -2.239 2.139  -0.240
C -3.458 -1.246 2.736  -0.160
C -2.731 -0.357 1.971  -0.257
C -2.761 -0.426 0.578  0.278
N -2.022 0.437 -0.215  -0.641
C -1.636 1.732 0.056  0.306
N -0.695 2.223 -0.777  -0.422
C -0.295 3.611 -0.745  -0.253
C 1.135 3.750 -0.175  -0.224
N 1.932 2.551 -0.390  -0.441
C 1.564 1.946 -1.650  -0.235
C 0.121 1.390 -1.639  -0.259
H -0.285 1.370 -2.660  0.200
H 0.149 0.371 -1.248  0.220
H 2.257 1.135 -1.880  0.226
H 1.673 2.716 -2.418  0.200
C 1.901 1.652 0.766  -0.233
C 2.525 0.315 0.482  -0.038
C 3.842 0.240 0.052  -0.211
C 4.458 -0.976 -0.229  -0.253
C 3.706 -2.112 -0.058  0.221
C 2.382 -2.048 0.379  0.301
C 1.770 -0.850 0.651  -0.295
H 0.748 -0.820 0.997  0.228
O 1.869 -3.314 0.468  -0.488
C 2.912 -4.181 0.077  0.236
O 4.055 -3.422 -0.253  -0.478
H 2.594 -4.769 -0.798  0.158
H 3.151 -4.867 0.906  0.158
H 5.481 -1.030 -0.564  0.229
H 4.397 1.157 -0.071  0.224
H 2.477 2.153 1.553  0.211
H 0.882 1.499 1.149  0.181
H 1.097 3.960 0.894  0.210
H 1.636 4.589 -0.670  0.197
H -0.336 3.992 -1.771  0.192
H -1.009 4.164 -0.134  0.262
S -2.306 2.640 1.264  -0.244
H -1.914 0.166 -1.182  0.412
H -2.139 0.404 2.449  0.247
H -3.423 -1.166 3.812  0.217
H -4.789 -2.929 2.740  0.218
H -4.812 -3.121 0.282  0.230

5.
The following is a quantum chemistry calculation of an isolated ion of composition C6H14NO and charge -1, from OMol25.

The electronic energy is -9986.0032 eV. The value obtained for the HOMO-LUMO gap is 6.4 eV. As for the SMILES: CCN[C@@H](CC)C[O-]. Its energy above the lowest of the compared OMol25 structures with the same formula, charge and spin is 59.9 kJ/mol. The calculation puts the strongest force on any atom at 1.119 eV/Å. Its HOMO energy is -2.3 eV. The total charge is -1.

Last column: natural (NBO) charge in e.
Atoms and positions in Å:
C -0.577 1.849 2.622  -0.618
C 0.140 0.747 1.841  -0.211
N -0.556 0.478 0.617  -0.653
C -0.203 -2.237 -1.997  -0.606
C -0.824 -1.072 -1.234  -0.406
C 0.163 -0.352 -0.326  -0.084
C 1.237 0.486 -1.157  -0.002
O 1.789 1.500 -0.493  -0.951
H -0.405 1.804 3.702  0.189
H -1.634 1.820 2.365  0.195
H -0.186 2.806 2.282  0.203
H 1.183 1.053 1.701  0.217
H 0.205 -0.188 2.420  0.147
H -0.799 1.336 0.132  0.355
H 0.842 -2.109 -2.282  0.210
H -0.222 -3.134 -1.377  0.186
H -0.731 -2.472 -2.928  0.185
H -1.214 -0.313 -1.914  0.188
H -1.627 -1.477 -0.617  0.191
H 0.782 -1.039 0.269  0.159
H 1.951 -0.296 -1.530  0.064
H 0.682 0.813 -2.096  0.043

6.
The following is a quantum chemistry calculation of a 5-piece molecular cluster, C41H66N2O5SSi overall, from OMol25.

The electronic energy is -75517.9470 eV. The value obtained for the HOMO-LUMO gap is 9.0 eV. As for the SMILES: C[Si](C)(CCCCCCCCc1cc2c(c(OC#N)c1)Sc1ccccc1N2)c1ccccc1.CC(C)O.CC(C)O.CC(C)O.CC(C)O. The calculation puts the strongest force on any atom at 1.422 eV/Å. Its HOMO energy is -8.5 eV.

Last column: Mulliken charge in e.
Atoms and positions in Å:
C 4.546 -1.843 1.666  -1.102
Si 6.050 -1.444 0.602  0.175
C 7.622 -1.782 1.578  -0.850
C 6.104 0.404 0.138  -0.993
C 4.887 0.821 -0.722  -0.678
C 3.573 0.973 0.082  -0.330
C 2.680 2.094 -0.483  -1.428
C 1.536 1.552 -1.382  -0.439
C 0.234 1.302 -0.564  -0.558
C -0.859 2.274 -1.039  -0.408
C -2.121 2.188 -0.140  -1.463
C -3.089 1.119 -0.640  0.713
C -2.847 -0.215 -0.322  -0.376
C -3.716 -1.207 -0.755  -0.406
C -4.832 -0.847 -1.509  0.362
C -5.038 0.477 -1.841  0.268
O -6.187 0.799 -2.633  -0.451
C -5.957 0.467 -3.875  0.503
N -5.816 0.009 -4.923  -0.458
C -4.183 1.475 -1.419  -0.782
S -5.937 -2.161 -1.995  -0.322
C -5.875 -3.116 -0.487  0.869
C -7.000 -3.711 0.055  -0.752
C -6.833 -4.418 1.253  -0.545
C -5.607 -4.542 1.872  -0.627
C -4.485 -3.935 1.308  -0.378
C -4.627 -3.216 0.137  -0.148
N -3.460 -2.580 -0.424  -0.399
C 6.031 -2.367 -1.052  0.442
C 4.851 -2.785 -1.670  -0.112
C 4.909 -3.435 -2.898  -0.670
C 6.140 -3.680 -3.486  -0.424
C 7.320 -3.288 -2.878  -0.564
C 7.265 -2.623 -1.655  -0.434
H 4.303 -0.938 2.234  0.358
H 3.645 -2.096 1.106  0.295
H 4.741 -2.617 2.411  0.380
H 7.839 -2.835 1.749  0.393
H 8.456 -1.285 1.077  -0.022
H 7.524 -1.277 2.545  0.341
H 6.210 1.041 1.018  0.546
H 6.976 0.482 -0.522  0.359
H 5.107 1.766 -1.222  0.587
H 4.726 0.072 -1.504  0.126
H 3.014 0.038 0.112  0.094
H 3.860 1.270 1.096  0.486
H 3.246 2.797 -1.099  0.519
H 2.224 2.687 0.315  0.420
H 1.842 0.638 -1.893  0.434
H 1.328 2.311 -2.132  0.242
H 0.406 1.411 0.508  0.412
H -0.095 0.285 -0.789  0.169
H -1.110 2.055 -2.077  0.369
H -0.477 3.295 -0.949  0.389
H -1.845 1.904 0.876  0.464
H -2.678 3.126 -0.128  0.471
H -1.992 -0.520 0.266  0.593
H -4.364 2.510 -1.678  0.491
H -7.963 -3.602 -0.423  0.452
H -7.694 -4.878 1.723  0.418
H -5.490 -5.107 2.788  0.399
H -3.502 -3.981 1.758  0.453
H -3.288 -3.051 -1.315  0.353
H 3.903 -2.599 -1.178  0.269
H 3.986 -3.750 -3.371  0.403
H 6.168 -4.182 -4.446  0.352
H 8.291 -3.479 -3.319  0.388
H 8.172 -2.296 -1.159  0.346
C -8.456 -1.474 4.648  -1.339
C -8.405 -0.488 3.490  0.763
C -9.586 -0.676 2.550  -1.338
O -7.185 -0.647 2.771  -0.410
H -8.410 -2.502 4.276  0.284
H -7.601 -1.330 5.309  0.336
H -9.371 -1.355 5.230  0.393
H -8.406 0.531 3.879  0.042
H -9.573 -1.681 2.117  0.362
H -9.532 0.033 1.723  0.300
H -10.535 -0.534 3.070  0.388
H -7.156 -1.536 2.401  0.210
C -7.789 4.061 3.523  -1.211
C -9.300 3.889 3.555  0.531
C -10.017 5.208 3.311  -1.406
O -9.697 3.346 4.815  -0.553
H -7.466 4.750 4.308  0.340
H -7.291 3.107 3.704  0.296
H -7.453 4.450 2.561  0.359
H -9.599 3.164 2.796  0.263
H -9.762 5.932 4.090  0.353
H -11.098 5.066 3.342  0.331
H -9.749 5.632 2.342  0.371
H -9.438 3.973 5.498  0.348
C 0.351 2.266 -6.700  -1.320
C 1.523 2.436 -5.745  0.404
C 2.811 1.892 -6.344  -1.329
O 1.245 1.779 -4.508  -0.429
H 0.182 1.207 -6.913  0.352
H -0.565 2.657 -6.255  0.322
H 0.530 2.784 -7.643  0.388
H 1.649 3.493 -5.506  0.258
H 2.716 0.821 -6.546  0.351
H 3.640 2.018 -5.646  0.316
H 3.060 2.399 -7.277  0.394
H 1.129 0.841 -4.694  0.279
C 13.143 -1.156 2.111  -1.402
C 11.681 -0.887 1.787  0.467
C 11.240 0.474 2.305  -1.171
O 10.860 -1.911 2.346  -0.501
H 13.300 -1.159 3.193  0.359
H 13.443 -2.135 1.737  0.324
H 13.794 -0.400 1.669  0.382
H 11.533 -0.933 0.707  0.272
H 11.340 0.519 3.393  0.337
H 10.190 0.651 2.068  0.245
H 11.836 1.277 1.869  0.377
H 10.972 -1.892 3.302  0.331

7.
The following is a quantum chemistry calculation of one molecule with the formula C5H6N4, from OMol25.

The electronic energy is -11236.9859 eV. The value obtained for the HOMO-LUMO gap is 9.2 eV. As for the SMILES: c1cnnccn[nH]c1. Its energy above the lowest of the compared OMol25 structures with the same formula, charge and spin is 451.7 kJ/mol. The calculation puts the strongest force on any atom at 8.131 eV/Å. Its HOMO energy is -9.3 eV.

Last column: natural (NBO) charge in e.
Atoms and positions in Å:
C -1.911 0.336 -0.319  0.068
C -1.669 -0.962 0.210  -0.296
C -0.377 -1.369 0.271  0.023
C 2.132 0.086 -0.174  -0.045
C 1.278 1.074 0.400  -0.016
H -0.475 0.538 -1.524  0.363
H -2.867 0.891 -0.233  0.208
H -2.561 -1.303 0.910  0.243
H 0.024 -1.687 1.316  0.181
H 3.137 0.326 -0.117  0.198
H 1.817 1.620 1.201  0.201
N -0.850 1.190 -0.877  -0.490
N 0.448 -1.203 -0.668  -0.250
N 1.751 -1.085 -0.560  -0.158
N 0.124 1.550 0.163  -0.232

8.
The following is a quantum chemistry calculation of C22H57CuO21PbS6 as an isolated structure, from OMol25.

The electronic energy is -181615.4418 eV. The value obtained for the HOMO-LUMO gap (alpha / beta) is 6.3 / 6.3 eV. The multiplicity is 2. Its energy above the lowest of the compared OMol25 structures with the same formula, charge and spin is 629.6 kJ/mol. The calculation puts the strongest force on any atom at 3.951 eV/Å. Its HOMO energy (alpha / beta) is -11.9 / -11.9 eV. The total charge is +1.

Last column: Mulliken charge in e.
Atoms and positions in Å:
Pb 0.277 4.302 1.404  1.238
Cu 3.707 2.857 0.312  0.505
C 5.016 -1.095 -0.925  -0.492
C 5.081 -0.128 0.229  0.659
O 5.430 1.211 0.098  -0.489
H 5.935 -0.841 -1.454  0.415
H 4.099 -0.751 -1.402  -0.435
H 5.056 -2.140 -0.617  0.449
H 5.648 -0.613 1.023  0.501
H 4.072 -0.038 0.632  -0.658
O 1.703 1.798 0.733  -0.399
C 0.687 0.858 1.060  0.430
C -0.849 1.260 0.733  0.571
O -1.499 2.257 1.503  -0.812
H 0.649 0.636 2.126  -0.348
H 0.968 -0.132 0.702  -0.077
H -1.321 0.290 0.891  -0.205
H -1.033 1.513 -0.311  0.041
O -4.627 -2.035 4.595  -0.613
S -4.125 -0.699 4.216  1.244
O -4.800 0.495 4.672  -0.616
O -2.590 -0.711 4.902  -0.402
C -1.766 0.426 4.743  0.005
C -0.231 0.203 4.835  -1.051
C -3.608 -0.592 2.376  -1.050
H -1.989 1.059 5.602  0.359
H -2.111 1.042 3.913  0.074
H 0.079 -0.447 4.016  -0.003
H -0.077 -0.243 5.817  0.410
H 0.542 0.953 4.666  0.436
H -2.692 -1.182 2.393  0.323
H -3.369 0.454 2.186  0.270
H -4.404 -0.975 1.736  0.545
O -1.622 6.158 0.718  -0.623
S -3.040 6.006 0.396  1.059
O -4.086 6.361 1.337  -0.564
O -3.296 6.820 -0.974  -0.253
C -4.602 7.337 -1.203  -0.112
C -4.548 7.894 -2.566  -1.282
C -3.477 4.226 -0.327  -0.869
H -4.895 8.167 -0.561  0.298
H -5.404 6.600 -1.161  0.336
H -3.733 8.617 -2.585  0.324
H -5.464 8.479 -2.650  0.386
H -4.424 7.107 -3.310  0.324
H -4.497 4.180 -0.708  0.428
H -3.492 3.685 0.619  0.241
H -2.752 3.719 -0.964  0.321
O -1.262 -1.924 -5.138  -0.603
S 0.047 -2.511 -4.833  1.108
O 1.237 -2.457 -5.734  -0.582
O 0.668 -1.961 -3.410  -0.013
C 0.130 -2.308 -2.146  -0.224
C 1.186 -2.897 -1.268  -0.400
C -0.089 -4.275 -4.407  -0.892
H -0.589 -3.121 -2.251  0.275
H -0.366 -1.459 -1.677  -0.015
H 0.685 -3.105 -0.323  0.208
H 1.967 -2.155 -1.105  -0.210
H 1.544 -3.824 -1.716  0.370
H 0.777 -4.573 -3.816  0.264
H -0.039 -4.898 -5.300  0.429
H -0.996 -4.490 -3.844  0.310
O 3.677 -3.890 4.671  -0.573
S 4.692 -2.811 4.539  1.161
O 6.111 -3.027 4.211  -0.609
O 4.209 -1.604 3.496  -0.360
C 2.812 -1.443 3.217  -0.304
C 2.486 -2.361 2.128  -0.730
C 4.672 -1.801 6.036  -0.935
H 2.741 -0.394 2.928  0.256
H 2.167 -1.650 4.071  0.374
H 1.421 -2.561 2.011  0.312
H 2.927 -3.355 2.210  0.516
H 2.883 -1.995 1.181  -0.116
H 4.853 -0.744 5.841  0.293
H 5.419 -2.239 6.699  0.405
H 3.653 -1.844 6.420  0.322
O 3.478 2.538 -1.863  -0.328
S 3.121 1.782 -3.081  0.902
O 2.912 2.520 -4.345  -0.607
O 4.277 0.627 -3.374  -0.194
C 4.366 0.108 -4.664  -0.267
C 4.851 -1.309 -4.624  -1.111
C 1.612 0.850 -2.739  -0.276
H 5.120 0.641 -5.244  0.266
H 3.467 0.301 -5.249  0.463
H 5.867 -1.385 -4.237  0.368
H 4.740 -1.874 -5.550  0.362
H 4.388 -1.862 -3.807  0.163
H 0.947 1.532 -2.210  0.318
H 1.913 0.150 -1.960  -0.340
H 1.225 0.409 -3.658  0.357
O -5.779 -4.487 -0.168  -0.595
S -4.628 -3.759 -0.643  1.096
O -3.940 -4.100 -1.912  -0.566
O -5.109 -2.160 -0.871  -0.422
C -4.310 -1.216 -1.625  0.027
C -4.019 0.097 -0.975  -0.401
C -3.330 -3.679 0.606  -0.494
H -4.877 -0.941 -2.514  0.213
H -3.399 -1.782 -1.819  0.134
H -3.422 0.815 -1.538  0.406
H -3.490 -0.023 -0.030  -0.430
H -4.924 0.604 -0.643  0.399
H -2.748 -4.595 0.707  0.478
H -3.792 -3.592 1.590  0.330
H -2.664 -2.879 0.284  -0.135